(1)
{"formula": "C47H43N6P2PdS2Si", "method": "the ωB97M-V functional and the def2-TZVPD basis", "species": ["Pd", "S", "S", "P", "P", "Si", "N", "N", "N", "N", "N", "N", "C", "C", "C", "C", "C", "C", "C", "C", "C", "C", "C", "C", "C", "C", "C", "C", "C", "C", "C", "C", "C", "C", "C", "C", "C", "C", "C", "C", "C", "C", "C", "C", "C", "C", "C", "C", "C", "C", "C", "C", "C", "C", "C", "C", "C", "C", "C", "H", "H", "H", "H", "H", "H", "H", "H", "H", "H", "H", "H", "H", "H", "H", "H", "H", "H", "H", "H", "H", "H", "H", "H", "H", "H", "H", "H", "H", "H", "H", "H", "H", "H", "H", "H", "H", "H", "H", "H", "H", "H", "H"], "positions_angstrom": [[0.385, -0.091, 0.264], [-0.567, -1.647, 1.732], [-0.400, -1.570, -1.343], [2.266, 0.428, -1.156], [-0.219, 1.703, 1.704], [2.149, -0.311, 1.941], [-1.838, 1.208, -2.250], [-4.228, 1.577, -2.578], [-2.870, -4.480, 2.111], [-2.812, 1.044, -4.485], [-2.638, 3.213, -3.415], [-2.038, -4.792, -2.029], [-4.131, 0.875, -3.864], [-1.814, 0.524, -3.555], [2.564, 2.191, -1.483], [-2.238, 3.557, 1.081], [4.858, -1.142, 1.575], [2.404, -0.503, -2.719], [-1.203, -2.855, -0.545], [6.125, -0.655, -0.414], [6.059, -1.159, 0.879], [4.986, -0.150, -1.023], [2.431, 3.913, 3.902], [-2.219, -3.744, 1.517], [2.847, -0.725, -5.080], [2.839, -2.104, -4.962], [-2.702, 4.732, 0.507], [-1.642, 2.647, -2.511], [-2.629, 0.589, 2.527], [2.647, -2.689, -3.717], [2.317, 1.411, 2.677], [-1.398, -2.820, 0.802], [1.281, 3.531, 3.230], [3.301, 2.902, -0.532], [-1.672, -3.936, -1.358], [-3.959, 2.997, -2.816], [2.011, 2.880, -2.561], [-2.313, 1.260, 5.198], [2.433, -1.896, -2.605], [-1.460, 1.234, 2.948], [-2.577, 2.476, -4.679], [-3.627, 0.290, 3.434], [2.955, 4.942, -1.756], [-3.191, 1.050, -1.694], [3.783, -0.137, -0.325], [-1.836, 5.557, -0.194], [2.642, 0.077, -3.964], [-3.464, 0.620, 4.775], [1.231, 2.278, 2.620], [-0.895, 3.208, 0.956], [3.497, 4.268, -0.671], [3.466, 1.808, 3.358], [2.210, 4.247, -2.696], [-0.496, 5.213, -0.319], [-1.314, 1.582, 4.286], [3.709, -0.624, 0.980], [2.004, -1.455, 3.393], [-0.024, 4.043, 0.252], [3.524, 3.055, 3.962], [-0.420, 2.084, 4.629], [4.329, 1.152, 3.400], [1.082, -1.303, 3.952], [3.740, 2.388, 0.314], [-2.184, 1.515, 6.241], [7.061, -0.674, -0.954], [0.182, 5.852, -0.866], [3.024, -0.262, -6.041], [-0.650, 2.797, -2.946], [-4.726, 3.396, -3.482], [0.435, 4.204, 3.171], [-4.005, 3.532, -1.866], [-1.591, 2.618, -5.127], [-3.240, 1.571, -0.733], [4.424, 3.365, 4.475], [-2.920, 2.925, 1.635], [2.663, -3.765, -3.613], [-0.814, 0.618, -3.988], [6.946, -1.569, 1.343], [2.092, -2.506, 3.118], [-2.022, -0.537, -3.403], [-4.315, -0.188, -3.706], [1.398, 2.364, -3.284], [2.705, 1.145, -4.077], [-2.204, 6.470, -0.644], [-2.751, 0.317, 1.483], [2.306, -2.362, -1.636], [1.775, 4.766, -3.540], [-3.382, -0.014, -1.532], [2.480, 4.885, 4.374], [5.031, 0.211, -2.044], [4.819, -1.541, 2.581], [2.996, -2.724, -5.833], [1.017, 3.774, 0.145], [-4.238, 0.373, 5.489], [-4.894, 1.266, -4.539], [-3.330, 2.870, -5.364], [-3.744, 5.003, 0.612], [4.080, 4.801, 0.069], [-1.693, 3.184, -1.565], [-4.526, -0.211, 3.102], [2.832, -1.195, 4.063], [3.113, 6.006, -1.869]], "atomic_forces_ev_per_a": [[-0.058, -1.228, 0.482], [-0.255, 0.387, 0.027], [0.124, 0.010, -0.049], [-0.127, 0.286, -0.128], [0.195, 0.026, 0.265], [0.159, 0.107, 0.186], [-0.042, 0.414, -0.231], [-0.043, -0.019, -0.027], [-0.126, -0.075, 0.100], [-0.018, -0.021, -0.021], [-0.012, 0.039, -0.028], [-0.056, -0.145, -0.121], [0.025, 0.033, 0.021], [-0.076, -0.124, 0.040], [0.069, 0.021, 0.139], [0.021, -0.022, 0.034], [0.091, -0.073, 0.019], [0.104, 0.062, -0.048], [-0.052, 0.135, -0.073], [-0.047, 0.041, -0.062], [-0.055, 0.002, 0.055], [0.070, -0.042, 0.029], [-0.026, -0.010, -0.025], [0.160, -0.011, -0.112], [-0.009, 0.044, 0.025], [-0.004, -0.008, -0.019], [-0.021, -0.002, 0.004], [0.021, -0.015, 0.078], [0.041, 0.111, -0.012], [-0.011, -0.014, 0.033], [-0.297, -0.047, -0.118], [0.323, 0.190, -0.076], [0.027, -0.008, -0.006], [0.128, -0.083, -0.088], [0.023, 0.154, 0.081], [0.038, -0.024, 0.004], [-0.181, 0.055, 0.148], [0.047, 0.038, 0.009], [0.042, 0.062, -0.007], [-0.175, 0.048, -0.127], [-0.018, -0.038, 0.057], [0.010, 0.006, -0.013], [0.020, -0.012, 0.007], [0.026, -0.111, -0.032], [-0.013, -0.070, 0.076], [0.019, 0.013, 0.020], [-0.038, -0.129, 0.050], [-0.028, -0.014, 0.010], [0.064, 0.186, -0.073], [0.042, -0.089, -0.222], [0.013, 0.001, -0.002], [0.015, 0.039, 0.012], [-0.031, -0.035, -0.010], [0.009, -0.015, 0.047], [0.063, -0.103, -0.032], [-0.242, 0.077, -0.322], [0.122, -0.051, 0.078], [-0.149, -0.028, -0.075], [-0.009, 0.002, -0.015], [0.011, 0.000, 0.019], [0.019, -0.006, 0.021], [-0.012, -0.012, 0.009], [-0.004, 0.004, 0.008], [0.000, 0.005, 0.010], [0.007, 0.006, -0.009], [0.023, 0.019, -0.010], [0.004, 0.004, -0.010], [-0.087, -0.019, 0.042], [0.000, 0.007, -0.012], [0.007, 0.015, -0.001], [-0.007, 0.000, 0.006], [0.016, 0.000, -0.008], [-0.009, 0.026, -0.009], [0.011, -0.001, 0.011], [0.001, 0.040, -0.015], [-0.002, -0.013, 0.006], [0.000, 0.048, -0.037], [0.004, -0.007, 0.010], [-0.070, -0.006, 0.001], [0.067, -0.014, 0.025], [-0.006, -0.014, 0.000], [-0.028, 0.000, -0.009], [0.019, 0.053, -0.038], [-0.004, 0.007, -0.011], [-0.004, -0.011, 0.030], [-0.007, -0.027, 0.002], [-0.003, 0.010, -0.006], [0.037, -0.010, 0.044], [0.002, 0.014, 0.005], [0.017, 0.002, -0.009], [0.015, -0.011, 0.007], [0.003, -0.007, -0.011], [0.089, 0.012, -0.001], [-0.004, -0.006, 0.007], [-0.010, 0.004, -0.008], [-0.007, 0.009, -0.001], [-0.014, 0.002, 0.006], [0.001, 0.010, 0.011], [0.021, -0.043, -0.026], [-0.006, -0.003, -0.008], [0.010, -0.020, -0.003], [0.009, 0.010, 0.001]], "max_force_ev_per_a": 1.32, "e_tot_ha": -4041.65705, "spin_multiplicity": 1, "de_lowest_ev": 1.467, "homo_lumo_gap_ha": 0.2119, "total_charge": 1}

=====

(2)
{"formula": "C47H45CdCl5Ge2O3PS", "method": "the ωB97M-V functional and the def2-TZVPD basis", "species": ["Cd", "Ge", "Ge", "Cl", "Cl", "Cl", "Cl", "Cl", "S", "P", "O", "O", "O", "C", "C", "C", "C", "C", "C", "C", "C", "C", "C", "C", "C", "C", "C", "C", "C", "C", "C", "C", "C", "C", "C", "C", "C", "C", "C", "C", "C", "C", "C", "C", "C", "C", "C", "C", "C", "C", "C", "C", "C", "C", "C", "C", "C", "C", "C", "C", "H", "H", "H", "H", "H", "H", "H", "H", "H", "H", "H", "H", "H", "H", "H", "H", "H", "H", "H", "H", "H", "H", "H", "H", "H", "H", "H", "H", "H", "H", "H", "H", "H", "H", "H", "H", "H", "H", "H", "H", "H", "H", "H", "H", "H"], "positions_angstrom": [[0.120, 0.367, 0.055], [1.534, -2.736, -0.069], [2.996, -0.637, -0.101], [-5.329, -1.710, -4.745], [-5.390, -3.446, -2.139], [-0.481, 0.233, -3.206], [-3.063, -3.191, -0.032], [-2.864, 0.149, -5.287], [1.186, 2.181, -1.307], [-2.519, 1.915, -0.044], [-0.995, -1.329, -0.806], [-1.282, -0.147, 1.847], [0.069, 1.542, 2.414], [-4.468, -0.017, -0.194], [-2.179, 5.981, -0.698], [-4.734, 1.710, -1.848], [3.653, -0.090, -1.876], [-4.041, -2.409, -2.448], [-2.383, 3.574, -0.792], [-2.285, 1.781, 2.755], [1.985, 4.766, -1.298], [5.827, -6.254, 0.108], [1.962, 6.293, 0.572], [3.608, -7.107, 0.429], [0.933, -3.567, -1.740], [-6.265, -0.154, -1.791], [-1.059, 0.989, 2.372], [-4.016, -1.645, -3.621], [-3.073, 2.245, 1.688], [-3.821, 2.740, 4.333], [-2.044, 3.622, -2.148], [-4.625, 3.184, 3.285], [-2.653, 2.043, 4.071], [3.961, -4.704, 0.264], [4.739, 0.982, -1.762], [-5.840, 1.038, -2.362], [-5.575, -0.681, -0.703], [2.228, 6.027, -0.767], [1.777, -3.097, -2.934], [-2.440, 4.766, -0.073], [1.201, 4.009, 0.845], [-0.052, -4.384, 1.820], [3.410, -3.318, 0.241], [3.264, 0.685, 1.340], [-1.877, -0.746, -2.929], [-1.802, 4.835, -2.775], [-1.864, 6.019, -2.048], [4.121, -2.185, 0.379], [3.114, -5.806, 0.413], [-4.044, 1.192, -0.757], [1.455, 5.275, 1.369], [-1.899, -1.451, -1.707], [-4.250, 2.939, 1.973], [3.020, 0.071, 2.726], [-2.918, -0.815, -3.851], [5.328, -4.958, 0.092], [4.968, -7.337, 0.282], [0.407, -2.950, 1.522], [-3.012, -2.315, -1.521], [1.460, 3.733, -0.503], [-1.644, 6.966, -2.530], [-5.544, 3.720, 3.493], [1.968, -0.188, 2.862], [5.357, -8.350, 0.288], [-7.115, -0.684, -2.205], [-4.113, 2.933, 5.359], [4.314, 0.982, 1.228], [-4.876, 3.285, 1.156], [2.923, -7.941, 0.550], [2.198, 4.564, -2.344], [-2.027, 1.689, 4.882], [-2.661, 4.751, 0.987], [4.035, -1.002, -2.345], [1.052, -4.649, -1.586], [-5.885, -1.626, -0.265], [3.617, -0.833, 2.875], [6.005, -4.126, -0.071], [1.243, 5.461, 2.419], [2.152, 7.277, 0.987], [5.151, 1.239, -2.744], [0.774, -5.025, 2.126], [5.197, -2.179, 0.612], [0.983, -2.544, 2.358], [1.488, -3.617, -3.854], [-0.782, -4.391, 2.635], [-6.363, 1.445, -3.222], [0.813, 3.234, 1.487], [-2.202, 6.898, -0.117], [-0.457, -2.302, 1.384], [5.575, 0.651, -1.132], [-0.536, -4.842, 0.951], [3.277, 0.780, 3.520], [-4.413, 2.639, -2.303], [2.662, 1.580, 1.187], [1.649, -2.023, -3.106], [2.049, -5.641, 0.514], [6.890, -6.423, -0.027], [2.827, 0.277, -2.483], [-3.907, -0.448, 0.633], [-1.532, 4.851, -3.826], [-0.124, -3.377, -1.900], [-1.940, 2.699, -2.711], [2.846, -3.282, -2.768], [2.630, 6.807, -1.407], [4.329, 1.898, -1.323]], "atomic_forces_ev_per_a": [[-0.297, 0.355, -0.147], [0.074, 0.199, 0.091], [0.270, -0.377, 0.104], [0.122, -0.019, 0.057], [0.154, -0.198, -0.189], [-0.197, -0.023, -0.218], [-0.023, -0.005, -0.113], [0.035, -0.036, 0.104], [-0.017, 0.065, 0.131], [-0.004, 0.075, 0.165], [-0.010, -0.200, -0.159], [0.187, 0.484, 0.195], [-0.737, -0.354, 0.034], [-0.138, 0.137, -0.010], [0.033, -0.028, 0.013], [-0.125, -0.030, -0.031], [0.076, 0.056, -0.001], [0.270, -0.052, -0.178], [-0.028, 0.041, -0.027], [-0.098, 0.010, -0.186], [-0.058, 0.030, 0.110], [-0.087, 0.046, 0.007], [0.000, -0.030, -0.026], [-0.041, 0.085, -0.003], [0.135, -0.105, -0.109], [-0.014, 0.117, 0.157], [0.487, -0.027, -0.116], [0.142, -0.064, 0.150], [0.044, -0.063, 0.111], [-0.102, 0.051, -0.062], [0.037, 0.034, -0.001], [0.033, -0.022, 0.085], [0.050, -0.024, -0.105], [-0.049, 0.087, 0.006], [-0.002, 0.014, 0.000], [0.011, 0.012, 0.036], [-0.152, 0.365, 0.269], [-0.038, -0.143, -0.071], [-0.053, -0.040, 0.038], [0.044, 0.037, -0.026], [0.117, 0.150, -0.160], [-0.056, 0.124, -0.046], [0.122, -0.219, 0.011], [-0.052, -0.089, 0.134], [-0.074, -0.014, -0.283], [0.019, -0.018, 0.017], [0.003, 0.005, -0.006], [0.309, -0.089, 0.002], [0.126, 0.009, -0.021], [-0.011, -0.100, 0.069], [-0.076, -0.125, -0.044], [-0.117, 0.010, 0.231], [0.074, -0.036, -0.012], [0.039, 0.138, -0.093], [0.031, -0.056, 0.127], [-0.030, -0.048, 0.026], [0.040, 0.073, -0.016], [-0.073, -0.185, 0.002], [0.059, -0.146, -0.165], [0.098, 0.153, 0.103], [-0.028, -0.078, 0.036], [0.052, -0.030, -0.004], [0.022, 0.021, -0.028], [-0.021, 0.077, 0.003], [0.057, 0.021, 0.018], [0.006, -0.003, -0.052], [-0.052, 0.014, 0.028], [0.034, -0.020, 0.039], [0.059, 0.085, -0.010], [-0.026, 0.025, 0.084], [-0.021, 0.015, -0.046], [0.010, -0.005, -0.040], [0.009, 0.074, 0.023], [0.010, 0.135, -0.080], [0.051, 0.227, -0.018], [-0.009, 0.023, -0.032], [-0.043, -0.056, 0.023], [0.021, -0.036, -0.106], [-0.009, -0.059, -0.025], [-0.026, -0.011, 0.072], [0.052, -0.020, 0.007], [-0.251, -0.052, -0.061], [-0.024, -0.028, 0.021], [0.033, 0.038, 0.073], [0.020, 0.009, -0.048], [0.045, -0.036, 0.072], [-0.073, -0.041, 0.043], [-0.008, -0.076, -0.050], [0.026, -0.042, 0.000], [-0.097, 0.027, -0.067], [0.039, 0.051, 0.061], [-0.017, -0.052, -0.078], [-0.023, -0.010, 0.003], [-0.004, -0.022, 0.036], [-0.007, -0.125, 0.036], [-0.023, 0.005, 0.012], [-0.058, 0.013, 0.008], [0.005, -0.006, 0.003], [-0.038, 0.039, -0.028], [-0.022, -0.002, 0.083], [-0.024, 0.033, 0.010], [0.011, 0.038, 0.026], [-0.148, 0.012, 0.005], [-0.027, -0.065, 0.039], [0.036, -0.101, -0.054]], "max_force_ev_per_a": 0.82, "e_tot_ha": -9405.93807, "spin_multiplicity": 1, "de_lowest_ev": 1.245, "homo_lumo_gap_ha": 0.2693, "total_charge": -1}